{
  "formula": "C3H5NO2",
  "method": "ωB97M-V with the def2-TZVPD basis set",
  "e_lumo_ev": 0.805,
  "total_energy_ha": -322.33942,
  "homo_lumo_gap_ev": 9.7,
  "relative_energy_ev": 6.3924,
  "elements": ["C", "H", "C", "H", "H", "O", "O", "H", "H", "N", "C"],
  "coordinates": [[0.324, -0.906, -0.597], [-2.068, 0.338, 1.181], [-1.147, 0.766, 1.532], [0.753, 0.341, -2.348], [0.771, 1.241, -0.738], [-0.853, -0.090, -1.000], [0.710, -1.020, 0.698], [0.746, 0.596, 2.077], [0.320, -1.929, -0.994], [-0.014, 0.306, 1.497], [0.457, 0.356, -1.309]]
}